{
  "formula": "C12H11O5",
  "method": "ωB97M-V/def2-TZVPD",
  "total_charge": 1,
  "e_homo_ha": -0.434,
  "symbols": ["O", "C", "C", "C", "C", "C", "O", "C", "C", "C", "C", "C", "C", "C", "O", "O", "H", "H", "H", "H", "H", "H", "H", "H", "O", "H", "H", "H"],
  "xyz": [[-2.370, -3.396, -1.188], [-1.550, -2.820, -0.572], [-1.702, -1.603, 0.383], [-0.566, -1.208, 1.016], [-0.292, -0.026, 2.005], [-0.437, 1.376, 1.252], [-0.620, 2.412, 1.843], [-0.390, 1.472, -0.324], [0.851, 1.732, -1.076], [0.749, 1.756, -2.542], [-0.530, 1.546, -3.247], [-1.783, 1.323, -2.492], [-1.667, 1.292, -1.027], [0.462, -2.304, 0.467], [1.582, -2.569, 0.834], [-0.148, -3.021, -0.546], [-2.689, -1.105, 0.524], [0.785, -0.117, 2.322], [-0.936, -0.019, 2.918], [1.796, 1.897, -0.508], [1.694, 1.932, -3.122], [-0.581, 1.577, -4.367], [-2.757, 1.159, -3.021], [-2.616, 1.091, -0.463], [3.235, -0.493, 2.705], [3.721, 0.000, 3.403], [3.047, -1.422, 2.978], [3.712, -0.461, 1.845]],
  "atomic_forces_ev_per_a": [[0.8, -0.2, 0.0], [0.8, 2.7, 1.9], [-0.6, 0.9, 0.9], [-0.4, -2.0, -1.2], [0.4, -0.4, -1.3], [-0.1, 0.8, -1.3], [0.3, -1.1, 0.4], [-0.2, -0.5, -1.6], [-2.9, -0.7, -0.8], [-1.2, -0.3, 0.9], [-0.2, 0.1, 2.1], [3.1, 0.4, 1.2], [0.8, 0.0, -1.3], [-0.7, 0.9, 0.5], [-0.8, 0.7, -0.2], [0.1, -0.7, 0.2], [0.9, -0.7, -0.2], [-1.1, 0.2, -0.2], [0.4, -0.1, -0.9], [-0.8, -0.1, -0.8], [-1.2, -0.2, 0.5], [0.3, 0.0, 1.3], [1.1, 0.2, 0.7], [1.2, 0.3, -0.4], [0.3, -0.1, 0.1], [-0.1, -0.1, -0.1], [-0.1, 0.0, -0.3], [-0.2, -0.1, 0.0]]
}

***

{
  "formula": "C29H33BrF9N6O2PSiV",
  "method": "ωB97M-V/def2-TZVPD",
  "total_charge": 1,
  "multiplicity": 3,
  "e_homo_ha": [-0.368, -0.369],
  "e_above_lowest_kcal_mol": 0.0,
  "symbols": ["V", "Br", "C", "C", "C", "C", "C", "C", "N", "N", "C", "C", "C", "C", "O", "C", "N", "C", "C", "C", "C", "H", "H", "H", "H", "H", "H", "H", "H", "H", "C", "N", "C", "N", "C", "N", "C", "P", "C", "C", "H", "H", "H", "H", "H", "H", "H", "H", "H", "H", "H", "H", "H", "C", "Si", "C", "C", "C", "H", "H", "H", "H", "H", "H", "H", "H", "H", "H", "H", "F", "C", "F", "F", "C", "O", "C", "F", "F", "F", "C", "F", "F", "F"],
  "xyz": [[-0.180, -0.170, 0.341], [-7.730, -3.251, 1.479], [-6.416, -3.373, 2.832], [-6.241, -4.568, 3.511], [-5.275, -4.653, 4.503], [-4.469, -3.559, 4.772], [-4.670, -2.353, 4.111], [-5.651, -2.259, 3.137], [-3.493, -3.676, 5.822], [-2.303, -3.419, 5.600], [-1.870, -3.108, 4.267], [-1.976, -3.985, 3.226], [-1.511, -3.658, 1.938], [-0.936, -2.438, 1.683], [-0.551, -2.033, 0.476], [-0.803, -1.528, 2.767], [-0.307, -0.291, 2.467], [-0.167, 0.594, 3.432], [-0.512, 0.325, 4.761], [-1.060, -0.892, 5.075], [-1.237, -1.860, 4.067], [-6.860, -5.422, 3.275], [-5.136, -5.571, 5.061], [-4.066, -1.489, 4.355], [-5.820, -1.327, 2.614], [-2.449, -4.947, 3.381], [-1.630, -4.361, 1.123], [0.233, 1.561, 3.151], [-0.358, 1.084, 5.515], [-1.358, -1.126, 6.089], [1.980, 4.898, -1.212], [0.611, 4.440, -1.738], [-0.473, 5.287, -1.046], [-0.359, 5.194, 0.367], [0.969, 5.616, 0.803], [2.033, 4.810, 0.204], [2.023, 3.420, 0.690], [0.442, 2.542, 0.299], [0.409, 2.969, -1.500], [-0.720, 3.860, 0.874], [2.099, 5.931, -1.540], [2.729, 4.265, -1.685], [0.570, 4.621, -2.741], [-1.434, 4.920, -1.398], [-0.309, 6.310, -1.383], [1.032, 5.542, 1.887], [1.119, 6.658, 0.516], [2.187, 3.424, 1.769], [2.862, 2.878, 0.249], [-0.549, 2.675, -1.921], [1.205, 2.437, -2.020], [-0.723, 3.887, 1.965], [-1.730, 3.605, 0.557], [3.781, -2.099, -1.745], [2.262, -1.009, -1.790], [0.822, -1.952, -2.522], [2.616, 0.443, -2.951], [1.857, -0.364, -0.078], [4.037, -2.478, -2.737], [3.615, -2.959, -1.091], [4.646, -1.554, -1.359], [1.064, -2.269, -3.540], [-0.090, -1.352, -2.584], [0.580, -2.841, -1.937], [3.181, 0.098, -3.821], [3.213, 1.229, -2.473], [1.687, 0.874, -3.339], [2.520, 0.477, 0.155], [2.098, -1.153, 0.649], [-4.946, 0.461, 0.597], [-3.686, 0.875, 0.619], [-3.683, 2.175, 0.962], [-3.040, 0.214, 1.590], [-2.942, 0.668, -0.739], [-1.598, 0.818, -0.570], [-3.313, -0.751, -1.295], [-2.410, -1.132, -2.198], [-4.514, -0.762, -1.874], [-3.316, -1.652, -0.309], [-3.427, 1.744, -1.756], [-2.855, 2.943, -1.468], [-3.033, 1.427, -2.991], [-4.738, 1.924, -1.750]],
  "atomic_forces_ev_per_a": [[0.5, -0.4, 0.5], [0.0, 0.0, 0.0], [0.0, 0.0, 0.0], [0.0, 0.0, 0.0], [0.0, 0.0, 0.0], [-0.1, 0.0, 0.0], [-0.1, 0.0, -0.1], [0.1, 0.1, 0.1], [0.1, 0.0, 0.0], [-0.1, 0.0, 0.0], [0.1, 0.0, 0.0], [0.0, -0.1, -0.1], [0.1, -0.1, 0.0], [-0.2, 0.0, 0.0], [0.0, 0.5, -0.1], [-0.2, 0.0, 0.2], [0.0, 0.0, -0.3], [0.0, 0.0, 0.0], [0.0, 0.0, 0.0], [0.0, 0.0, 0.0], [0.1, 0.1, -0.1], [0.0, 0.0, 0.0], [0.0, 0.0, 0.0], [0.0, 0.0, 0.0], [0.0, 0.0, 0.0], [0.0, 0.0, 0.0], [0.0, 0.0, 0.0], [0.0, 0.0, 0.0], [0.0, 0.0, 0.0], [0.0, 0.0, 0.0], [-0.1, 0.0, 0.0], [0.0, 0.0, 0.0], [0.1, -0.1, 0.1], [0.0, -0.1, 0.0], [0.0, 0.0, 0.0], [0.0, 0.0, 0.0], [0.0, 0.1, 0.0], [-0.1, -0.3, 0.1], [0.0, 0.1, 0.0], [0.0, 0.1, 0.0], [0.0, 0.0, 0.0], [0.0, 0.0, 0.0], [0.0, 0.0, 0.0], [0.0, 0.0, 0.0], [0.0, 0.0, 0.0], [0.0, 0.0, 0.0], [0.0, 0.0, 0.0], [0.0, 0.0, 0.0], [0.0, 0.0, 0.0], [0.0, 0.0, 0.0], [0.0, 0.0, 0.0], [0.0, 0.0, 0.0], [0.0, 0.0, 0.0], [0.0, 0.0, 0.0], [0.0, 0.0, 0.0], [0.0, 0.0, -0.1], [0.0, 0.0, 0.0], [-0.2, 0.3, -0.3], [0.0, 0.0, 0.0], [0.0, 0.0, 0.0], [0.0, 0.0, 0.0], [0.0, 0.0, 0.0], [0.0, 0.0, 0.0], [0.0, 0.0, 0.0], [0.0, 0.0, 0.0], [0.0, 0.0, 0.0], [0.0, 0.0, 0.0], [0.0, 0.0, 0.0], [-0.1, 0.0, 0.0], [-0.1, 0.0, 0.0], [0.2, 0.0, -0.1], [0.0, 0.0, 0.0], [-0.1, 0.0, 0.0], [0.0, -0.1, 0.1], [-0.2, 0.0, -0.1], [0.0, 0.0, 0.0], [0.0, 0.0, 0.0], [0.0, 0.0, 0.0], [0.0, 0.0, 0.0], [0.1, 0.0, 0.0], [0.0, -0.1, -0.1], [0.0, 0.0, 0.0], [-0.1, 0.0, 0.0]]
}

***

{
  "formula": "C10H16F9NO5PS",
  "method": "ωB97M-V/def2-TZVPD",
  "total_charge": -1,
  "e_homo_ha": -0.167,
  "e_above_lowest_kcal_mol": 0.0,
  "symbols": ["C", "C", "O", "O", "C", "C", "P", "C", "C", "C", "C", "C", "F", "F", "C", "F", "F", "S", "F", "F", "F", "F", "F", "H", "H", "H", "H", "H", "H", "H", "H", "H", "H", "H", "H", "H", "H", "H", "H", "N", "O", "O", "O"],
  "xyz": [[-1.456, 0.490, 3.584], [-0.155, 0.911, 4.222], [0.302, 0.297, 5.124], [0.359, 2.037, 3.709], [1.783, 2.131, 3.744], [2.484, 1.657, 2.460], [1.627, 0.272, 1.565], [2.374, 0.199, -0.143], [1.330, -0.285, -1.160], [-0.067, 0.349, -1.030], [-0.912, 0.058, -2.285], [-1.768, -1.212, -2.178], [-1.208, -1.986, -1.223], [-1.744, -1.953, -3.280], [-3.206, -0.961, -1.651], [-3.645, -2.060, -1.083], [-3.161, -0.075, -0.706], [-4.487, -0.479, -2.945], [-3.396, 0.096, -3.916], [-4.643, 0.963, -2.299], [-5.652, -0.970, -1.987], [-4.439, -1.895, -3.597], [-5.577, -0.067, -4.000], [-1.488, 0.736, 2.529], [-2.261, 0.987, 4.126], [-1.611, -0.568, 3.739], [2.007, 3.189, 3.858], [2.242, 1.639, 4.596], [3.479, 1.316, 2.748], [2.634, 2.476, 1.762], [2.031, -0.917, 2.221], [3.180, -0.527, -0.128], [2.770, 1.164, -0.455], [1.658, -0.150, -2.187], [1.226, -1.362, -1.029], [-0.573, 0.098, -0.109], [0.090, 1.431, -1.025], [-0.278, -0.014, -3.163], [-1.604, 0.889, -2.425], [5.442, -1.979, -1.497], [4.354, -1.452, -1.824], [5.843, -1.880, -0.319], [6.115, -2.594, -2.341]],
  "atomic_forces_ev_per_a": [[-0.2, 0.5, 0.1], [-1.6, -0.2, -1.1], [1.3, -0.7, 1.4], [0.4, 0.0, -0.3], [0.9, 0.7, -0.2], [0.3, -0.8, 0.2], [-1.2, 0.4, -0.2], [-0.2, -0.4, 0.3], [-0.7, -0.5, 0.7], [0.7, 0.4, -1.0], [-0.9, 0.3, 0.4], [1.5, 1.0, 0.7], [0.0, -0.7, 0.6], [-0.5, -0.3, -1.1], [0.4, -1.0, -1.1], [-0.6, -1.5, 0.1], [0.1, 1.8, 1.1], [-0.9, 0.9, 0.8], [0.6, -0.1, -0.4], [0.1, 0.4, 0.0], [-0.2, -0.2, 0.2], [0.5, -0.6, -0.3], [-0.3, 0.0, -0.4], [0.0, 0.1, -0.1], [-0.1, 0.2, -0.1], [0.2, -0.2, 0.0], [-0.1, 0.1, 0.1], [-0.5, -0.3, 0.2], [0.2, 0.2, 0.0], [-0.2, 0.0, -0.2], [0.7, 0.3, -0.1], [0.4, 0.2, -0.3], [0.1, 0.1, 0.3], [0.4, 0.1, 0.0], [0.0, -0.1, -0.1], [-0.1, -0.1, 0.1], [-0.1, 0.1, 0.2], [0.0, -0.1, -0.2], [0.1, 0.1, -0.3], [0.1, 0.0, 0.0], [-0.2, 0.0, -0.1], [0.0, 0.0, 0.1], [0.0, 0.0, -0.1]]
}